No. 1
Entry from OMol25: 2 unconnected molecules or ions with the total composition C6H8N2 at a distorted geometry (the ωB97M-V functional and the def2-TZVPD basis).

```
16
Properties=species:S:1:pos:R:3:forces:R:3
C 1.094664 -1.415779 0.563980 -0.890 0.500 -1.868
C 1.268220 -1.259024 -0.806121 0.051 -1.208 2.977
C 1.566564 0.784658 0.053775 -0.613 0.516 -0.874
C -1.142793 1.419460 -0.941167 0.935 -0.212 -3.101
C -1.615905 0.725428 0.014058 -1.542 0.284 1.402
C -2.183569 0.307330 1.098283 -0.779 -1.021 1.043
N 1.104574 -0.103092 0.983939 1.556 1.616 2.580
N 1.590414 0.021403 -1.125114 0.039 0.570 0.334
H 0.872676 -2.297406 1.203661 0.136 0.973 -0.833
H 1.245903 -2.099909 -1.380933 0.100 -1.638 -2.235
H -1.186138 1.095466 -2.013468 -0.363 0.286 1.062
H -0.419159 2.183209 -0.764219 0.218 0.576 0.313
H -1.812292 -0.521130 1.662230 0.812 -0.552 0.066
H 1.007928 0.233832 2.003503 0.341 -0.915 -2.548
H -3.134135 0.569396 1.575109 0.164 0.708 -0.883
H 1.743047 0.356158 -2.127517 -0.166 -0.484 2.565
```
Positions in Å, forces in eV/Å.

The spin multiplicity is 1. As for the LUMO energy: 0.9 eV. As for the energy above the lowest of the compared OMol25 structures with the same formula, charge and spin: 4.102 eV. As for the strongest force on any atom: 3.4 eV Å⁻¹.



No. 2
Entry from OMol25: 2 unconnected molecules or ions with the total composition C18H16N5O8 at a distorted geometry (the ωB97M-V functional and the def2-TZVPD basis).

```
47
Properties=species:S:1:pos:R:3:forces:R:3
C 0.546651 3.456858 2.802610 0.024 0.316 -0.185
C 0.103251 2.137672 3.364374 0.074 -0.675 -0.609
O 0.388930 1.109652 2.346654 -0.462 1.314 1.154
C -0.397926 0.032196 2.480234 0.633 -2.847 -1.288
C 0.080388 -1.198531 1.727831 -0.548 1.649 0.865
C -0.675173 -2.444013 2.004685 -0.073 -0.406 0.160
N 1.335251 -1.163562 1.362295 1.306 0.901 -0.319
C 2.191807 -2.119188 1.146881 -0.576 -1.239 -0.005
C 3.573891 -1.887002 0.756944 -0.071 0.299 -0.059
C 4.502605 -2.942764 0.573100 -0.401 0.140 0.114
C 5.806124 -2.689285 0.174197 0.251 0.340 -0.055
C 6.230581 -1.372147 -0.065144 -0.250 0.003 0.061
C 5.321903 -0.314450 0.107682 -0.208 -0.537 0.205
C 4.012614 -0.568369 0.528707 0.802 -0.023 -0.255
O -1.353979 -0.048827 3.227918 -0.447 0.735 0.356
H 0.553651 4.216634 3.585622 0.028 0.009 0.054
H 1.552740 3.383771 2.380629 -0.114 0.019 0.041
H -0.143256 3.800126 2.027128 0.147 -0.077 -0.042
H 0.665314 1.887715 4.276681 -0.174 -0.087 -0.245
H -0.970937 2.114363 3.581885 0.347 0.031 0.050
H -1.692422 -2.206578 2.332641 0.219 -0.169 -0.156
H -0.682953 -3.125287 1.142516 -0.051 0.116 0.134
H -0.162270 -2.963800 2.831126 -0.200 -0.217 -0.036
H 1.885327 -3.174713 1.261587 0.149 0.155 -0.091
H 4.173829 -3.969606 0.757991 0.084 0.295 -0.073
H 6.519084 -3.513288 0.047590 -0.336 0.292 0.051
H 7.256794 -1.171967 -0.374991 -0.253 -0.057 0.047
H 5.641495 0.709589 -0.079365 -0.051 -0.166 0.047
H 3.308082 0.240276 0.687307 0.015 -0.081 -0.051
O -3.834572 4.204700 -3.612475 0.910 -2.356 -0.375
N -3.235285 3.196327 -4.037938 0.371 1.437 -1.262
O -2.557125 3.203451 -5.088887 -1.093 -0.106 1.675
C -3.263846 1.933249 -3.300395 0.248 -0.711 0.778
C -2.376798 0.909990 -3.616686 -0.305 1.014 0.006
C -2.293636 -0.265590 -2.835179 -1.683 -0.017 1.492
N -1.453580 -1.344527 -3.285307 1.717 -1.880 -0.962
O -0.693204 -1.135956 -4.258254 -1.386 -0.060 1.611
O -1.524810 -2.450831 -2.716475 -0.144 2.041 -0.674
C -3.129221 -0.483060 -1.708363 0.702 -0.250 -1.267
C -4.075311 0.509724 -1.452300 -1.648 0.114 0.517
N -5.225694 0.464857 -0.649106 1.423 -0.055 -0.566
O -5.677658 -0.371452 0.125556 0.410 1.063 -0.841
O -5.899723 1.670499 -0.883136 0.213 -0.682 0.375
N -5.265385 2.436255 -1.833377 1.597 -1.397 -0.450
C -4.181210 1.704405 -2.196802 -1.357 1.810 -0.171
H -1.725607 1.021124 -4.481353 -0.120 -0.017 0.278
H -3.158730 -1.418637 -1.166835 0.286 0.019 -0.034
```
Positions in Å, forces in eV/Å.

The spin multiplicity is 1. As for the LUMO energy: -0.4 eV. The total charge is -1. As for the energy above the lowest of the compared OMol25 structures with the same formula, charge and spin: 0.089 eV. As for the strongest force on any atom: 3.2 eV Å⁻¹.



No. 3
Entry from OMol25: 2 unconnected molecules or ions with the total composition C9H15NO at a distorted geometry (the ωB97M-V functional and the def2-TZVPD basis).

```
26
Properties=species:S:1:pos:R:3:forces:R:3
C -0.515512 0.835610 -1.243778 2.032 1.373 1.812
C 1.676536 -0.070226 1.197301 -1.670 2.062 0.097
C 2.014141 0.569535 -0.105647 -1.437 1.745 0.580
C -1.055596 -0.304126 -1.478576 -2.200 -2.680 -1.187
C 1.019636 1.034514 -1.163522 -0.673 0.022 -0.922
C 1.287826 0.693301 2.234128 0.560 -1.059 -0.554
C 1.408092 0.960435 -2.639656 -1.739 0.777 0.832
C 1.680960 2.114486 -0.336045 -1.609 -2.606 0.273
C -3.313418 -2.149700 1.412535 0.132 -2.454 -1.948
N -1.936268 -2.617424 1.623677 -1.364 -0.788 -0.727
O -1.597426 -1.313252 -1.799676 1.262 1.756 0.934
H -1.069244 1.757537 -1.243205 -0.545 -0.123 0.018
H 1.571559 -1.147970 1.223020 0.310 -0.058 0.133
H -1.630849 -2.604834 0.673036 1.066 -0.342 -0.570
H 1.284529 1.792519 2.230696 0.052 -0.751 0.006
H 1.023860 0.137695 3.111656 -0.265 0.265 0.667
H 0.857142 1.789638 -3.209195 0.958 -1.307 0.635
H 1.033119 -0.019159 -2.889523 0.256 -0.229 -1.065
H 2.447848 1.023690 -2.693908 1.787 0.176 -0.722
H 2.296135 2.734571 -0.886353 1.662 0.899 -0.975
H 2.948599 0.167714 -0.384867 1.071 0.134 -1.200
H 1.002048 2.703884 0.264793 0.158 -0.444 0.691
H -3.775262 -2.923189 0.658919 0.452 1.853 1.428
H -3.851302 -2.127547 2.294413 -1.236 -0.557 1.958
H -3.361304 -1.144525 1.089458 -0.113 1.115 -1.140
H -1.445849 -1.893176 2.060317 1.092 1.221 0.946
```
Positions in Å, forces in eV/Å.

The spin multiplicity is 1. As for the LUMO energy: 0.6 eV. As for the energy above the lowest of the compared OMol25 structures with the same formula, charge and spin: 4.573 eV. The SMILES is C=C[C@@H]1C[C@]1(C)C=C=O.CN. As for the strongest force on any atom: 3.7 eV Å⁻¹.



No. 4
Entry from OMol25: a molecular structure, C18H34N5O3SSi2Ti (the ωB97M-V functional and the def2-TZVPD basis).

```
64
Properties=species:S:1:pos:R:3:forces:R:3
Ti -0.351522 -0.880126 -0.841154 -0.228 -0.031 -0.519
C 2.805031 0.222304 2.869271 0.021 0.012 -0.042
Si 2.147389 -0.289459 1.190946 0.025 0.002 0.028
C 2.845822 0.933989 -0.057663 -0.015 -0.010 0.007
C 2.805530 -2.025866 0.925060 0.038 0.029 0.030
C 0.232794 -0.322671 1.127150 -0.027 0.048 -0.059
C -0.249505 -1.677667 1.537170 -0.033 0.041 0.050
C -0.546856 -2.151771 2.815315 0.051 -0.066 0.041
C -1.003711 -3.447176 2.957174 0.000 0.018 0.015
C -1.189737 -4.259352 1.838773 0.005 0.002 -0.020
C -0.907392 -3.734395 0.600868 0.046 -0.022 0.037
N -0.435201 -2.488693 0.475798 -0.062 0.094 -0.031
Si -0.674397 1.090359 2.047726 0.001 0.047 0.009
C -2.532857 0.878131 1.973452 0.010 -0.015 0.015
C -0.228008 2.762355 1.303044 -0.002 -0.010 0.005
C -0.259238 1.216973 3.875914 -0.044 -0.009 0.004
H 3.875149 -0.003886 2.886477 -0.006 0.007 0.001
H 2.343289 -0.333635 3.687396 0.001 -0.001 -0.010
H 2.696437 1.288263 3.072732 -0.010 0.001 -0.010
H 3.936280 0.929682 0.018281 -0.006 -0.001 -0.001
H 2.526403 1.957491 0.154751 0.005 -0.002 0.018
H 2.589010 0.689326 -1.089100 0.003 -0.007 -0.004
H 3.888581 -1.973234 0.783869 -0.008 -0.014 -0.003
H 2.378195 -2.563668 0.081336 -0.019 0.030 0.003
H 2.634702 -2.624140 1.824409 -0.008 0.008 -0.003
H -0.401081 -1.517393 3.676555 0.009 -0.012 -0.027
H -1.222307 -3.833294 3.944460 0.001 -0.002 -0.002
H -1.549238 -5.273189 1.932952 0.002 -0.001 -0.004
H -1.039278 -4.299783 -0.312173 -0.012 -0.006 0.001
H -2.958101 1.259664 1.046339 0.008 0.006 -0.005
H -2.976758 1.445615 2.795139 0.003 -0.006 0.000
H -2.840177 -0.163713 2.088342 0.004 0.008 -0.001
H -0.759770 2.986028 0.375369 0.001 -0.027 -0.009
H 0.843700 2.904037 1.148574 -0.005 0.000 0.001
H -0.543848 3.531156 2.012823 0.008 -0.008 0.005
H -0.612739 0.365903 4.460226 0.008 0.022 -0.005
H -0.808840 2.087855 4.246286 0.003 -0.005 -0.004
H 0.790990 1.375237 4.104986 0.009 -0.001 -0.015
C 0.963441 3.667628 -2.965361 -0.008 -0.008 0.004
C 0.473111 2.443628 -3.640502 -0.012 -0.014 0.028
N 0.490246 2.203747 -4.909161 0.011 -0.028 -0.026
N -0.061948 0.960311 -5.036877 -0.019 0.003 -0.021
C -0.430692 0.407953 -3.877091 0.065 0.058 -0.022
S -1.182130 -1.055862 -3.566905 -0.001 -0.018 0.091
N -0.064130 1.358218 -2.972099 0.029 0.037 -0.001
N -0.338599 1.247909 -1.605797 0.122 -0.046 0.175
H 1.326115 4.358353 -3.721390 -0.001 0.001 -0.001
H 1.783440 3.438163 -2.281372 -0.004 -0.007 -0.001
H 0.162513 4.149617 -2.402431 0.000 -0.001 0.000
H -0.182854 0.550066 -5.948310 -0.003 0.011 0.006
H 0.334626 1.810049 -1.090230 -0.012 -0.006 -0.006
H -1.321681 1.555297 -1.438570 -0.052 -0.006 0.004
C 2.092291 -1.717229 -2.608870 -0.032 0.083 -0.086
O 1.160619 -1.242877 -1.667482 -0.055 -0.148 0.312
H 2.896509 -2.240117 -2.090737 -0.002 -0.004 0.010
H 2.518130 -0.878235 -3.163543 0.005 0.012 0.006
H 1.600880 -2.392304 -3.309089 -0.010 -0.004 -0.005
C -4.512721 -0.669596 -1.416203 -0.004 0.014 -0.034
C -3.209630 0.035389 -1.213850 -0.030 -0.001 0.082
O -3.035483 1.210067 -1.505343 0.017 0.022 -0.010
O -2.251714 -0.701491 -0.686816 0.215 -0.057 -0.014
H -5.323835 0.046736 -1.506646 0.012 0.012 0.002
H -4.695803 -1.371745 -0.605900 -0.011 -0.001 -0.004
H -4.439441 -1.234934 -2.348298 0.002 -0.023 0.012
```
Positions in Å, forces in eV/Å.

The spin multiplicity is 1. As for the LUMO energy: -3.6 eV. The total charge is +1. As for the strongest force on any atom: 0.6 eV Å⁻¹.



No. 5
Entry from OMol25: a molecular structure, C4H7NO at a distorted geometry (the ωB97M-V functional and the def2-TZVPD basis).

```
13
Properties=species:S:1:pos:R:3:forces:R:3
C 0.895666 1.213412 0.052176 3.301 -1.492 -2.483
C 0.607347 -0.374822 0.027792 -4.599 8.623 0.905
C 1.561590 -1.130731 -0.003952 10.541 -4.540 -2.371
C -0.784357 -0.726915 0.100273 -2.446 9.295 -2.160
H 0.511767 1.718519 0.851308 -0.405 0.701 3.175
H 2.283178 1.560730 -0.077331 -4.804 -1.275 0.172
H 0.195811 1.676391 -0.637501 0.764 0.040 -1.257
H 2.896562 -0.579136 -0.324549 -4.348 -1.917 1.389
H 1.502870 -2.206541 -0.157179 0.171 0.111 0.375
H -1.170538 -1.590406 0.287013 -1.915 -5.583 1.182
H -3.767901 0.493330 0.011642 3.568 -3.312 -0.139
N -1.713933 0.283348 -0.134124 2.021 -4.412 1.331
O -3.018067 -0.337182 0.004427 -1.849 3.761 -0.120
```
Positions in Å, forces in eV/Å.

The spin multiplicity is 1. As for the LUMO energy: 0.5 eV. As for the energy above the lowest of the compared OMol25 structures with the same formula, charge and spin: 7.626 eV. As for the strongest force on any atom: 11.7 eV Å⁻¹.



No. 6
Entry from OMol25: a single C23H28N4O3S2 molecule at a distorted geometry (the ωB97M-V functional and the def2-TZVPD basis).

```
60
Properties=species:S:1:pos:R:3:forces:R:3
C -6.469330 -3.356779 3.365552 0.023 0.259 0.042
H -5.666093 -4.056409 3.585960 0.052 -0.121 0.033
C -5.901657 -2.010709 2.932815 0.061 -0.308 -0.171
H -5.303157 -1.591130 3.744734 -0.010 0.095 0.016
C -5.036500 -2.135630 1.680934 -0.098 0.445 0.254
C -4.472108 -0.788417 1.236716 0.131 -0.331 -0.254
C -3.621717 -0.915480 -0.023788 0.079 0.400 0.003
C -3.085338 0.445152 -0.472190 -0.235 -0.236 0.326
O -2.312099 0.369358 -1.651786 0.162 -0.017 -0.272
C -1.021013 -0.048970 -1.589532 0.246 -0.029 -0.156
C -0.344638 -0.094183 -2.811171 -0.215 0.019 0.148
C 0.983557 -0.457254 -2.874524 0.007 -0.085 0.087
C 1.667484 -0.774325 -1.706761 -0.289 0.009 0.072
C 0.999851 -0.752737 -0.491858 0.102 -0.055 -0.227
C -0.335432 -0.400555 -0.430552 -0.317 0.049 -0.004
H -0.817151 -0.386542 0.533850 -0.087 0.040 0.096
H 1.525358 -1.001093 0.415401 0.051 0.000 0.081
N 3.058455 -1.056695 -1.740202 -0.426 -0.156 -0.302
C 3.952813 -0.250055 -2.437773 0.201 -0.246 -0.536
O 3.665811 0.561596 -3.277413 -0.023 -0.095 -0.102
C 5.358362 -0.760412 -2.126907 0.384 0.485 0.293
C 5.171498 -1.789599 -1.027729 -0.070 -0.120 0.133
C 3.668511 -1.980879 -0.919131 0.441 -0.215 -0.093
O 3.104053 -2.802720 -0.248119 -0.084 -0.070 0.203
H 5.531434 -1.425015 -0.063550 -0.049 -0.021 -0.048
H 5.664384 -2.740079 -1.229853 -0.082 0.010 0.016
H 5.788677 -1.183573 -3.037535 -0.105 0.053 0.038
S 6.476069 0.614758 -1.703522 0.136 -0.029 -0.339
C 5.359567 1.589490 -0.738463 -0.429 -0.118 0.094
N 4.187340 1.130315 -0.620605 0.605 -0.247 -0.688
N 3.198110 1.560199 0.162830 -0.465 0.651 1.351
C 2.188230 2.213617 -0.276462 0.885 -0.035 -0.677
C 1.091895 2.390083 0.644720 -0.773 0.267 0.665
C 0.967310 1.905052 1.922024 0.203 0.121 -0.431
C -0.270379 2.215120 2.511330 -0.240 0.075 0.024
C -1.078733 2.931800 1.683364 0.054 0.139 -0.348
S -0.341357 3.244057 0.165525 0.213 -0.311 0.505
H -2.065938 3.304032 1.875430 -0.200 0.063 0.083
H -0.551743 1.918133 3.506152 -0.073 -0.026 0.163
H 1.746681 1.341592 2.400094 0.175 -0.124 0.049
C 2.041647 2.785899 -1.653298 0.244 -0.202 -0.088
H 2.912068 2.558025 -2.263252 -0.031 0.026 -0.022
H 1.163132 2.359108 -2.135669 -0.051 -0.023 -0.091
H 1.908183 3.866108 -1.594363 -0.024 0.069 0.020
N 5.852844 2.772198 -0.266112 0.048 0.136 0.109
H 6.852164 2.888837 -0.256517 -0.031 0.032 0.099
H 5.343878 3.196895 0.493682 0.014 -0.007 0.003
H 1.495279 -0.471880 -3.822689 0.038 0.002 -0.062
H -0.886888 0.171704 -3.704597 -0.063 0.032 -0.116
H -3.920426 1.101442 -0.735112 0.087 -0.035 0.096
H -2.517076 0.922573 0.336188 -0.029 -0.003 -0.086
H -4.218859 -1.337280 -0.834622 0.016 -0.048 -0.041
H -2.788031 -1.596306 0.159214 0.004 -0.052 -0.028
H -5.295876 -0.095695 1.048273 -0.048 0.084 0.052
H -3.865390 -0.366650 2.042269 -0.011 0.075 0.067
H -4.212849 -2.825348 1.878729 0.031 -0.087 -0.045
H -5.634733 -2.559612 0.871336 0.006 -0.087 -0.059
H -6.722541 -1.317421 2.735317 0.012 0.090 0.033
H -7.082224 -3.245656 4.256946 -0.078 -0.092 0.086
H -7.085367 -3.782057 2.576275 -0.076 -0.096 -0.058
```
Positions in Å, forces in eV/Å.

The spin multiplicity is 1. As for the LUMO energy: 0.3 eV. As for the energy above the lowest of the compared OMol25 structures with the same formula, charge and spin: 1.477 eV. The SMILES is CCCCCCOc1ccc(N2C(=O)C[C@H](S/C(N)=N/N=C(\C)c3cccs3)C2=O)cc1. As for the strongest force on any atom: 1.6 eV Å⁻¹.



no.,HOMO level (eV)
1,-8.28
2,-2.75
3,-9.12
4,-11.58
5,-9.24
6,-7.92